[1]
Entry from the Open Molecules 2025 dataset: C3H6N2O2S in the gas phase at a distorted geometry (ωB97M-V/def2-TZVPD).

CARTESIAN COORDINATES (ANGSTROEM)
1 N -0.03934 1.79326 -0.60883
2 H 1.54178 -0.79877 1.04246
3 O 0.32490 2.60914 -1.46807
4 C 0.62084 0.46606 -0.46955
5 H -0.70068 -0.05916 -2.27854
6 H -0.11524 -2.39040 0.72954
7 S -1.62813 -0.80074 -0.30150
8 C -0.43081 -1.31942 0.90517
9 H 1.56228 0.35666 -0.98718
10 O -1.03964 1.85398 0.05750
11 H 0.54831 0.46244 1.83037
12 C 0.60672 -0.20432 0.91934
13 N -0.31404 -0.46780 -1.30315
14 H -0.93695 -1.50093 1.93246

Max |F| in eV/Å: 3.73
Structure (SMILES): O=[N+]([O-])[C@H]1CCSN1
Spin multiplicity: 1
Frontier orbital gap in eV: 8.41
E_LUMO in eV: 0.25
Charge: 0
Relative energy (zero: lowest compared OMol25 entry of this formula, charge and spin) in eV: 5.618

[2]
Entry from the Open Molecules 2025 dataset: C17H25BrN3O9P3S2 as an isolated structure (ωB97M-V/def2-TZVPD).

CARTESIAN COORDINATES (ANGSTROEM)
1 C -1.19522 4.04848 -0.47427
2 H 4.42673 1.34797 4.59908
3 N -3.28202 6.57944 -2.03236
4 N -0.86683 6.07632 -1.82066
5 O 1.73680 0.69284 3.49701
6 H -3.83254 -5.63251 -3.16330
7 H -4.26067 2.90414 0.46035
8 C -3.05571 -6.07818 -3.78370
9 H 2.65314 1.95894 -1.98481
10 C 2.20049 2.64435 -1.27666
11 H -3.07437 -5.62652 -4.77318
12 H 3.11719 4.50557 1.20944
13 P 2.55466 -0.47645 3.17748
14 H 1.03616 -5.17644 -0.57804
15 O 0.13857 -4.56406 -2.33122
16 S -1.85985 7.14528 -2.48170
17 O 2.89554 -0.65950 1.63593
18 C 0.69554 -5.60640 -1.51959
19 O -1.82307 -3.31703 -3.35899
20 C -2.14120 3.25435 0.10061
21 H -2.84391 -3.42083 0.36114
22 C -3.54188 3.55799 -0.02237
23 C 2.53284 -3.08850 3.34026
24 O -1.75717 -5.89912 -3.19335
25 O -2.09082 -4.59952 -1.14028
26 O -0.26288 1.64648 1.32848
27 H 0.95634 -0.07218 1.17025
28 N 3.01504 3.20760 -0.38661
29 H 1.43681 -1.67146 0.54695
30 H -1.88379 -2.54197 -0.84319
31 O 1.90204 -1.83709 3.64295
32 H 5.80481 0.39469 3.99454
33 C 0.26557 3.77232 -0.43676
34 H -1.07632 -3.58319 0.35536
35 C -1.64695 5.19241 -1.18793
36 H 0.22788 2.36818 -2.07329
37 H 2.08082 -0.18911 -0.19100
38 H 1.54530 -6.02500 -2.05292
39 C -1.96167 -3.46441 -0.27144
40 C -4.00313 4.62300 -0.70821
41 C 2.45786 4.05411 0.47657
42 H 0.01377 1.95407 2.20447
43 H 3.55219 -2.95179 2.98364
44 C 4.77340 0.68162 3.81201
45 H -5.93320 4.35625 -2.00175
46 C -3.04295 5.48123 -1.31233
47 H 1.94663 -3.60320 2.57957
48 P -1.41942 -4.48244 -2.57980
49 O 3.99503 -0.52815 3.82350
50 C 1.77101 -0.65104 0.74241
51 P -1.86673 1.73907 1.09404
52 Br -1.93480 0.28907 -0.60809
53 C 0.83467 2.88252 -1.33969
54 S -5.73971 4.96788 -0.82795
55 H 2.54522 -3.68339 4.25008
56 H 4.70169 1.18406 2.84776
57 H 0.72699 5.08368 1.21358
58 C 1.10822 4.37798 0.48643
59 H -0.02894 -6.39375 -1.31911
60 H -3.22319 -7.14866 -3.85938

Max |F| in eV/Å: 0.53
Spin multiplicity: 1
Frontier orbital gap in eV: 8.17
E_LUMO in eV: -1.01
Charge: 0

[3]
Entry from the Open Molecules 2025 dataset: C10H9NO5 in the gas phase at a distorted geometry (ωB97M-V/def2-TZVPD).

CARTESIAN COORDINATES (ANGSTROEM)
1 H 3.77330 -0.13121 -0.15877
2 H -0.57689 3.72521 -0.26778
3 O -1.33998 -3.80974 -0.56054
4 C -0.44196 -0.61888 -0.51832
5 H -0.43357 2.56017 -1.63088
6 O 1.83409 -0.31630 1.39008
7 O -1.62356 -2.04358 -1.94252
8 C 1.68461 0.06461 0.25828
9 C -0.95984 -1.56445 0.25557
10 H 2.94126 1.20668 -0.97167
11 C -1.74451 -0.78369 2.37732
12 C -0.92067 -1.58638 1.71447
13 H -2.72449 -0.51034 2.02361
14 C -1.05606 -0.79931 -1.88851
15 H 1.01719 3.08251 -0.83323
16 C -0.03803 2.88508 -0.67365
17 O -1.37808 0.11205 -2.60769
18 C 2.86791 0.16123 -0.66192
19 H -1.47975 -0.35635 3.33431
20 H -0.27414 -2.22980 2.28740
21 H 2.70554 -0.40495 -1.57138
22 C -0.16099 1.71426 0.25379
23 N 0.39717 0.47272 -0.26999
24 O -0.61220 1.79583 1.35484
25 C -1.45637 -2.62536 -0.69284

Max |F| in eV/Å: 2.51
Structure (SMILES): C=CC1=C(N(C(C)=O)C(C)=O)C(=O)OC1=O
Spin multiplicity: 1
Frontier orbital gap in eV: 8.80
E_LUMO in eV: -0.86
Charge: 0
Relative energy (zero: lowest compared OMol25 entry of this formula, charge and spin) in eV: 0.128

[4]
Entry from the Open Molecules 2025 dataset: a 2-piece molecular cluster, C4H13NO overall at a distorted geometry (ωB97M-V/def2-TZVPD).

CARTESIAN COORDINATES (ANGSTROEM)
1 H -0.91476 1.87033 -0.95952
2 H 1.45133 0.56050 2.90216
3 O -0.90402 2.79506 -1.25245
4 H 0.73836 -1.80957 1.76289
5 H -1.46416 -0.42224 -2.52734
6 C -0.51640 -0.84403 -0.56435
7 H 1.17071 0.42632 -0.05374
8 N 1.00191 -0.89050 1.45360
9 H -0.19632 -0.28663 3.04390
10 H -1.01352 3.24811 -0.41081
11 C -0.49522 -0.63527 -2.06097
12 C 0.57782 0.13906 2.40768
13 H -0.89963 -1.82112 -0.26373
14 H 1.63086 -1.25450 -0.49828
15 H 0.12646 0.22808 -2.31072
16 H -0.15048 -1.50363 -2.62349
17 C 0.90326 -0.62960 0.02193
18 H -1.11944 -0.14455 0.03090
19 H 0.07325 0.97418 1.90235

Max |F| in eV/Å: 1.25
Structure (SMILES): CCCNC.O
Spin multiplicity: 1
Frontier orbital gap in eV: 9.21
E_LUMO in eV: 0.81
Charge: 0
Relative energy (zero: lowest compared OMol25 entry of this formula, charge and spin) in eV: 0.887

[5]
Entry from the Open Molecules 2025 dataset: C4H14O4Tl as an isolated structure at a distorted geometry (ωB97M-V/def2-TZVPD).

CARTESIAN COORDINATES (ANGSTROEM)
1 H -1.96409 -0.62229 2.70345
2 H 4.93638 0.91633 2.11790
3 O 2.87042 0.80234 1.96715
4 H 1.25641 -0.91600 -4.37801
5 H 4.02291 2.46771 1.85457
6 H -4.23403 -0.05188 -0.57399
7 O -1.89235 -0.15053 1.87045
8 H -3.46881 1.22564 0.11158
9 C -2.93779 -0.64854 1.10349
10 H -2.50055 0.49889 -1.77458
11 C -3.26789 0.18107 -0.12634
12 C 4.05649 1.50807 2.37037
13 H 0.97463 -2.28792 -3.26746
14 O 0.42569 -0.43644 -2.49738
15 Tl 0.53115 0.81648 0.19633
16 H 3.99359 1.61159 3.45362
17 H -3.83429 -0.67471 1.72292
18 H 2.29446 -1.23155 -2.96094
19 H -0.37948 -0.23402 -2.97937
20 C 1.27176 -1.24157 -3.33788
21 H -2.84881 -1.70321 0.84297
22 H 2.84860 0.02809 2.53429
23 O -2.15451 0.14251 -0.95308

Max |F| in eV/Å: 2.59
Spin multiplicity: 1
Frontier orbital gap in eV: 2.43
E_LUMO in eV: -18.61
Charge: +3

[6]
Entry from the Open Molecules 2025 dataset: a 2-piece molecular cluster, C5H10O2 overall (ωB97M-V/def2-TZVPD).

CARTESIAN COORDINATES (ANGSTROEM)
1 H 2.10806 0.11375 -2.02788
2 C -0.91846 0.04337 0.06554
3 O -1.18160 -1.14033 0.06557
4 H -0.66801 -1.13723 -2.57841
5 C -0.09811 0.49016 2.25402
6 C 1.06642 0.05614 -2.33601
7 H 0.59159 -0.21550 2.71664
8 H -1.62423 0.77693 -0.34640
9 H 0.60426 0.98070 -2.66906
10 O -1.44328 0.12160 2.51516
11 H 1.17273 0.01590 0.50748
12 H 0.47573 1.66074 0.43829
13 H 0.82379 -1.99795 -1.92689
14 H -1.60215 -0.75738 2.13842
15 H 0.02415 1.45118 2.74433
16 C 0.38265 -1.08094 -2.30387
17 C 0.28645 0.61886 0.74306

Max |F| in eV/Å: 0.57
Structure (SMILES): O=CCCO.C=C
Spin multiplicity: 1
Frontier orbital gap in eV: 10.83
E_LUMO in eV: 0.89
Charge: 0
Relative energy (zero: lowest compared OMol25 entry of this formula, charge and spin) in eV: 2.900

Q: Which of these has the highest charge?
A: C4H14O4Tl

Q: What is the max |F| in the fifth record?
A: 2.59 eV/Å

Repeat the fourth record exactly.
Entry from the Open Molecules 2025 dataset: a 2-piece molecular cluster, C4H13NO overall at a distorted geometry (ωB97M-V/def2-TZVPD).

CARTESIAN COORDINATES (ANGSTROEM)
1 H -0.91476 1.87033 -0.95952
2 H 1.45133 0.56050 2.90216
3 O -0.90402 2.79506 -1.25245
4 H 0.73836 -1.80957 1.76289
5 H -1.46416 -0.42224 -2.52734
6 C -0.51640 -0.84403 -0.56435
7 H 1.17071 0.42632 -0.05374
8 N 1.00191 -0.89050 1.45360
9 H -0.19632 -0.28663 3.04390
10 H -1.01352 3.24811 -0.41081
11 C -0.49522 -0.63527 -2.06097
12 C 0.57782 0.13906 2.40768
13 H -0.89963 -1.82112 -0.26373
14 H 1.63086 -1.25450 -0.49828
15 H 0.12646 0.22808 -2.31072
16 H -0.15048 -1.50363 -2.62349
17 C 0.90326 -0.62960 0.02193
18 H -1.11944 -0.14455 0.03090
19 H 0.07325 0.97418 1.90235

Max |F| in eV/Å: 1.25
Structure (SMILES): CCCNC.O
Spin multiplicity: 1
Frontier orbital gap in eV: 9.21
E_LUMO in eV: 0.81
Charge: 0
Relative energy (zero: lowest compared OMol25 entry of this formula, charge and spin) in eV: 0.887